[1]
Computed, not measured: the ion C6H11N2 with charge +1, with the ωB97M-V functional and the def2-TZVPD basis.

Results
orbital gap (spin up / spin down) = 7.6 / 6.1 eV
E_LUMO (spin up / spin down) = -3.39 / -8.20 eV
HOMO level (spin up / spin down) = -10.98 / -14.33 eV
ΔE to the lowest compared entry with this formula, charge and spin = 263.0 kJ/mol
E = -344.2468 a.u.
expectation value of S² = 2.008
2S+1 = 3
total charge = +1

Geometry (Å):
C1 -0.78154 -0.18290 -0.05405
C2 -3.20444 -0.29486 -0.24327
C3 0.21976 -1.66114 0.48811
C4 1.52144 -1.34539 -0.14446
C5 1.55740 0.25617 0.00554
C6 -0.00559 2.09452 0.25511
N1 -1.98545 -0.33808 0.17758
N2 0.18477 0.68957 -0.09698
H1 -3.53806 -0.13305 -1.34542
H2 -4.00062 -0.39141 0.55285
H3 0.31035 -1.54404 1.57991
H4 -0.32830 -2.54156 0.18883
H5 2.52322 -1.72703 0.33696
H6 1.44656 -1.58916 -1.23387
H7 2.01911 0.52306 0.93539
H8 2.08534 0.58483 -0.83640
H9 1.03244 2.45774 0.44561
H10 -0.24932 2.59799 -0.70336
H11 -0.58540 2.38664 1.15628

Cartesian forces, eV/Å:
C -1.5 -1.5 1.9
C -7.0 0.5 -2.4
C 0.9 -0.6 1.4
C 1.1 1.5 -0.7
C -0.1 -3.5 -0.9
C 1.5 1.6 -0.8
N 6.1 -0.3 0.4
N 0.3 1.2 0.8
H 0.9 -0.3 2.1
H 1.0 0.3 -1.2
H -0.7 0.1 -0.3
H -0.3 0.0 -0.1
H -2.2 0.2 -0.9
H 0.6 0.1 0.9
H 0.0 0.4 0.5
H 1.0 1.1 -0.9
H -0.8 -0.1 0.1
H -0.6 0.1 0.9
H -0.1 -0.7 -0.9

=====

[2]
Computed, not measured: the molecule C3H6N2O, with the ωB97M-V functional and the def2-TZVPD basis.

Results
orbital gap = 10.2 eV
E_LUMO = 0.67 eV
HOMO level = -9.48 eV
ΔE to the lowest compared entry with this formula, charge and spin = 387.2 kJ/mol
SMILES string = N[C@@H]1CNC1=O
E = -302.5456 a.u.
2S+1 = 1
total charge = 0

Geometry (Å):
C1 0.20346 -0.76889 0.56670
C2 -1.12429 -0.91874 -0.20774
C3 -0.05024 0.75847 0.33284
H1 1.84888 -0.02201 -0.40171
H2 1.97722 -1.75160 -0.17398
H3 0.16224 -1.11429 1.76271
H4 -1.84619 -1.68132 0.20230
H5 -0.81590 -1.09761 -1.40338
H6 -2.03513 0.67672 -0.97523
N1 1.40968 -0.92893 -0.34640
N2 -1.38835 0.55046 -0.00378
O1 0.79824 1.65179 -0.08878

Cartesian forces, eV/Å:
C 1.6 0.7 0.9
C 1.0 -1.2 -1.1
C 3.1 3.3 -4.0
H 0.7 -0.3 0.2
H 0.1 0.5 0.1
H 0.5 0.6 -3.4
H 0.4 1.1 -0.6
H -1.0 0.1 3.3
H 2.7 1.7 3.5
N -1.7 -1.1 1.6
N -3.1 -1.8 -3.4
O -4.2 -3.6 2.9

=====

[3]
Computed, not measured: a cluster of 2 separate species, C4H10O2 in total, with the ωB97M-V functional and the def2-TZVPD basis.

Results
orbital gap = 9.1 eV
E_LUMO = 0.77 eV
HOMO level = -8.34 eV
ΔE to the lowest compared entry with this formula, charge and spin = 107.7 kJ/mol
SMILES string = C/C=C(/C)O.O
E = -308.8572 a.u.
2S+1 = 1
total charge = 0

Geometry (Å):
C1 1.35904 0.96305 -1.78354
C2 0.42945 0.70714 -0.63126
C3 0.73519 -0.10754 0.38737
O1 1.95433 -0.69410 0.45827
C4 -0.24046 -0.47067 1.45857
H1 0.84183 0.74478 -2.72752
H2 2.20025 0.26246 -1.79081
H3 1.73753 1.99175 -1.82944
H4 -0.40725 1.37630 -0.46262
H5 1.98288 -1.44511 1.05672
H6 -1.26892 -0.29294 1.18906
H7 -0.00955 0.06503 2.38509
H8 -0.22684 -1.52868 1.73527
H9 -2.79809 -0.18328 -0.56874
H10 -4.23224 0.21588 -0.08725
O2 -3.46771 -0.34773 0.09935

Cartesian forces, eV/Å:
C -0.1 -0.3 -0.4
C 0.9 0.2 0.6
C -1.0 -0.2 -0.4
O 0.7 -0.2 -0.3
C 0.2 0.0 0.9
H 0.0 0.3 0.1
H 0.0 0.3 0.3
H -0.1 -0.2 0.0
H -0.3 -0.3 -0.4
H -0.3 0.1 0.1
H -0.2 0.4 -0.1
H -0.1 0.0 0.0
H 0.3 -0.1 -0.3
H -0.1 0.2 -0.2
H 0.4 -0.1 -0.1
O -0.3 0.0 0.3

=====

[4]
Computed, not measured: a cluster of 5 separate species, C28H69FN7O6 in total, with the ωB97M-V functional and the def2-TZVPD basis.

Results
orbital gap = 8.6 eV
E_LUMO = -2.25 eV
HOMO level = -10.88 eV
E = -2042.4996 a.u.
2S+1 = 1
total charge = +1

Geometry (Å):
C1 0.17121 2.28295 4.11765
C2 0.86608 1.71861 2.87888
C3 -0.09752 1.69628 1.68086
C4 0.31691 0.65208 0.67847
O1 -0.57471 0.62618 -0.48926
N1 -1.32962 -0.51026 -0.54479
C5 -2.58181 -0.50061 -0.17507
N2 -3.26135 0.60070 0.17562
C6 -4.17512 0.49449 1.35259
C7 -4.71236 -0.92205 1.60346
O2 -5.93774 -1.12569 0.94026
C8 -7.07190 -1.07441 1.79933
C9 -8.33391 -1.16913 0.97564
C10 -3.70280 -1.98704 1.18315
C11 -4.19909 -3.41455 1.28390
C12 -3.04389 -4.39000 1.14887
F1 -4.78591 -3.54231 2.53470
N3 -3.21934 -1.73550 -0.18821
H1 -0.52478 1.56166 4.53824
H2 -0.36963 3.19368 3.87111
H3 0.90065 2.52246 4.88586
H4 1.71984 2.33813 2.62254
H5 1.18328 0.70248 3.10779
H6 -0.12064 2.68098 1.21764
H7 -1.10415 1.51246 2.06306
H8 1.31184 0.87140 0.30035
H9 0.31881 -0.33676 1.13018
H10 -0.90312 -1.33891 -0.93964
H11 -2.69660 1.44748 0.18706
H12 -3.66876 0.84595 2.25078
H13 -5.00244 1.17415 1.17828
H14 -4.85557 -1.02473 2.67934
H15 -7.07725 -0.14295 2.36984
H16 -7.02850 -1.90670 2.50310
H17 -9.16731 -0.76512 1.54362
H18 -8.24778 -0.59700 0.05618
H19 -8.57961 -2.19432 0.71703
H20 -2.84719 -1.90037 1.85817
H21 -4.95199 -3.60081 0.52130
H22 -2.85691 -4.62116 0.10487
H23 -3.22070 -5.29287 1.72171
H24 -2.12614 -3.94923 1.53325
H25 -4.01613 -1.70533 -0.81873
C13 2.94182 -6.65153 1.01306
C14 2.53486 -5.22465 1.36235
C15 1.26547 -5.12802 2.21914
O3 0.07226 -5.42548 1.50729
C16 -0.23712 -6.81063 1.44414
N4 2.39500 -4.42780 0.14169
H26 2.30903 -7.07709 0.23531
H27 3.96331 -6.66510 0.63637
H28 2.89590 -7.30082 1.88861
H29 3.35238 -4.78509 1.94099
H30 1.16957 -4.09292 2.56336
H31 1.32823 -5.76169 3.11187
H32 0.04792 -7.32484 2.36501
H33 0.24401 -7.29255 0.59181
H34 -1.31542 -6.89969 1.31492
H35 2.27237 -3.45069 0.39465
H36 1.51755 -4.68928 -0.29992
C17 -1.14607 6.29796 -0.43984
C18 -0.21832 5.09250 -0.54182
C19 1.04680 5.33877 -1.37111
O4 0.83991 5.34019 -2.76940
C20 0.38674 6.56562 -3.31734
N5 -0.98194 3.93860 -1.03624
H37 -1.71264 6.45181 -1.35758
H38 -1.86898 6.15007 0.36234
H39 -0.58579 7.20874 -0.22525
H40 0.12111 4.85606 0.47287
H41 1.73990 4.51404 -1.18239
H42 1.55554 6.25541 -1.05334
H43 0.81762 7.42130 -2.79013
H44 -0.70315 6.63902 -3.29992
H45 0.71034 6.59841 -4.35673
H46 -0.38716 3.11480 -1.00587
H47 -1.15027 4.08369 -2.02832
C21 4.74383 3.65042 0.05605
C22 5.11345 4.95835 -0.63772
C23 6.62282 5.23120 -0.68603
O5 7.18023 5.66866 0.53492
C24 7.52152 4.64831 1.45313
N6 4.36860 6.05551 -0.01305
H48 4.82064 3.73120 1.14038
H49 3.71073 3.38525 -0.17612
H50 5.38546 2.83143 -0.27389
H51 4.77806 4.88261 -1.67662
H52 6.79497 6.04756 -1.39148
H53 7.16972 4.35665 -1.06232
H54 7.88141 3.75200 0.93923
H55 6.67908 4.38494 2.09816
H56 8.32195 5.03112 2.08461
H57 4.52128 6.90719 -0.54537
H58 4.79513 6.24587 0.88982
C25 -0.34664 -1.73957 -3.70752
C26 0.35575 -2.63381 -2.69135
C27 1.31589 -3.66044 -3.31383
O6 0.69229 -4.77575 -3.91037
C28 0.24205 -4.58764 -5.24084
N7 -0.65512 -3.25248 -1.82007
H59 -1.15745 -2.26257 -4.21326
H60 -0.78498 -0.87319 -3.21050
H61 0.35109 -1.37644 -4.46299
H62 0.97755 -1.98749 -2.06016
H63 1.93239 -4.06407 -2.50603
H64 1.99792 -3.17419 -4.02270
H65 0.91370 -3.93016 -5.79973
H66 -0.77280 -4.18361 -5.27185
H67 0.23130 -5.56391 -5.72266
H68 -0.19352 -3.76163 -1.06998
H69 -1.12555 -3.97468 -2.35936

Cartesian forces, eV/Å:
C 0.3 0.1 -0.1
C -0.7 0.1 0.0
C 0.0 0.1 0.3
C -0.2 0.0 0.0
O 0.1 0.2 0.0
N 0.0 0.6 0.5
C -0.5 0.5 -0.5
N 1.0 -0.4 0.8
C -0.4 0.0 -0.3
C -0.3 0.0 0.1
O 0.3 -0.1 -0.4
C -0.4 -0.1 0.0
C -0.1 0.0 0.0
C -0.1 0.4 0.1
C 0.5 -0.2 -0.2
C 0.2 0.3 0.1
F -0.1 0.0 0.1
N 0.0 -0.2 0.3
H -0.2 0.0 0.0
H -0.1 0.1 0.0
H 0.0 0.0 0.1
H 0.3 -0.1 0.0
H 0.3 -0.1 -0.1
H -0.1 0.1 -0.1
H -0.1 -0.2 -0.1
H 0.1 0.0 -0.2
H 0.0 -0.2 0.0
H -0.1 -0.8 -0.3
H -0.1 0.1 -0.2
H 0.4 0.0 -0.1
H -0.2 0.0 0.0
H -0.1 0.0 0.1
H 0.2 0.1 0.0
H 0.1 0.0 0.2
H -0.1 0.0 0.1
H 0.1 0.1 -0.1
H 0.1 -0.1 -0.1
H 0.2 0.0 0.0
H -0.3 0.0 0.1
H -0.1 -0.2 -0.1
H -0.3 -0.2 -0.1
H 0.1 0.0 0.1
H -0.1 0.0 -0.1
C 0.1 0.0 0.0
C -0.1 -0.1 0.0
C 0.1 0.0 0.1
O 0.1 0.0 0.1
C -0.2 0.1 -0.2
N -0.1 0.2 -0.1
H 0.0 0.0 0.0
H 0.0 0.0 0.0
H 0.0 0.0 0.0
H -0.1 0.0 0.1
H -0.1 0.0 -0.1
H 0.1 0.0 0.0
H 0.0 0.0 0.0
H 0.0 -0.1 0.1
H 0.0 0.0 0.0
H 0.1 0.0 0.0
H 0.1 -0.2 0.0
C 0.0 0.0 0.1
C -0.2 0.1 -0.1
C 0.1 -0.1 0.1
O -0.1 0.0 0.0
C 0.0 -0.1 -0.1
N 0.1 -0.2 0.1
H 0.0 0.0 -0.1
H 0.0 0.0 0.0
H 0.0 0.0 0.0
H 0.1 0.0 0.0
H 0.0 0.0 0.0
H 0.0 0.0 0.0
H 0.0 0.0 0.0
H 0.0 0.1 0.1
H 0.0 0.0 0.0
H 0.0 0.0 -0.1
H -0.1 0.0 0.0
C 0.0 -0.1 0.0
C 0.0 -0.1 0.2
C 0.0 0.1 -0.1
O 0.0 -0.1 0.1
C 0.0 0.1 0.1
N 0.1 0.1 -0.1
H 0.0 0.0 0.0
H 0.0 0.0 0.0
H 0.0 0.0 0.0
H 0.0 0.0 0.0
H 0.0 0.0 0.0
H 0.0 0.0 0.0
H 0.0 0.0 0.0
H 0.0 -0.1 0.0
H 0.0 0.0 0.0
H -0.1 0.0 0.0
H 0.0 0.0 0.0
C 0.0 0.0 0.0
C 0.0 -0.1 -0.3
C 0.2 0.0 0.2
O -0.1 0.1 0.0
C 0.0 -0.1 0.0
N 0.3 0.2 0.2
H 0.0 -0.1 0.0
H 0.0 0.1 -0.1
H 0.0 0.0 0.0
H 0.1 0.0 0.0
H 0.0 -0.1 -0.1
H -0.1 0.1 0.0
H 0.0 0.0 0.0
H 0.0 0.1 0.0
H 0.0 0.0 0.0
H 0.0 0.0 0.0
H -0.2 0.1 0.0